DFT (ωB97M-V/def2-TZVPD) results for 2 unconnected molecules or ions with the total composition C11H15N.

Geometry as XYZ:
```
27
Properties=species:S:1:pos:R:3
H -1.305 -0.708 -3.690
H 2.962 -0.046 1.898
C -1.581 -0.371 -1.593
H 0.798 2.698 0.641
N 0.184 1.904 0.548
H -2.431 -0.557 2.512
H 0.500 0.637 -3.936
C -1.092 0.406 -0.502
H 2.528 -2.170 0.182
C 0.603 1.498 -1.927
H 1.369 -0.483 2.408
C 2.266 -0.880 1.925
H -2.214 -1.602 1.016
C -2.426 -0.612 1.421
H 2.744 -1.753 2.362
C 1.889 -1.329 0.509
H 0.896 -1.740 0.572
C 0.131 0.682 -2.909
C -1.391 0.348 0.891
C -1.055 -0.104 -2.834
H -0.425 1.611 2.502
H -2.300 -1.171 -1.457
C -0.094 1.394 -0.717
H 1.909 -0.601 -0.305
H 1.505 2.091 -2.026
H -3.411 -0.369 1.005
C -0.559 1.230 1.503
```

* charge: 0
* relative energy (zero: lowest compared OMol25 entry of this formula, charge and spin): 16.74 kcal/mol
* Kohn-Sham gap: 8.813 eV
* SMILES: Cc1c[nH]c2ccccc12.CC
* HOMO level: -7.881 eV
* calculated total energy: -13140.066 eV